ORCA calculation (ωB97M-V with the def2-TZVPD basis set) on one molecule with the formula C4H8O.

HOMO-LUMO gap (eV): 11.27
E (Eh): -232.4050
Multiplicity: 1

Last column: Löwdin charge in e.
CARTESIAN COORDINATES (ANGSTROEM)
O: -0.17312 -1.38001 -0.75168  -0.027
C: -1.50806 0.50941 0.27495  -0.041
C: -0.66018 -0.72734 0.41211  -0.328
C: 0.77278 -0.73419 0.10144  -0.312
C: 1.46223 0.45747 -0.52471  -0.045
H: -1.61553 0.96043 1.26883  0.085
H: -1.05192 1.24486 -0.39421  0.072
H: -2.50914 0.27625 -0.10269  0.081
H: 1.22392 1.40671 -0.02741  0.078
H: 1.40251 -1.42273 0.66854  0.136
H: 1.11493 0.50585 -1.56184  0.090
H: -1.00777 -1.43201 1.16938  0.137
H: 2.54934 0.33530 -0.53270  0.074